(1)
Computed, not measured: 9 unconnected molecules or ions with the total composition C24H67N5O16P3, with the ωB97M-V functional and the def2-TZVPD basis.

Output
energy = -3455.485542 Ha
gap between HOMO and LUMO = 5.903 eV
lowest unoccupied orbital energy = -8.36 eV

The geometry in ORCA input format:
```
! wB97M-V def2-TZVPD RIJCOSX def2/J DEFGRID3
* xyz 3 1
N 3.08950 2.95040 -2.93320
H 2.17636 3.22320 -3.26766
H 3.44450 3.17665 -2.01510
H 3.87602 3.13890 -3.53813
H 3.19353 1.94632 -2.96609
N 3.45180 -1.70351 -4.17691
H 4.40915 -1.96729 -3.99246
H 3.03259 -1.02683 -3.55525
H 2.81963 -2.49095 -4.15671
H 3.51883 -1.30112 -5.10086
N 3.06554 4.18252 1.73104
H 2.87528 5.13793 1.99767
H 3.92415 3.83844 2.13662
H 3.19392 4.18894 0.72925
H 2.37516 3.57290 2.14559
N 7.46029 3.05653 2.81512
H 7.49676 3.85946 2.20349
H 7.53305 3.18792 3.81390
H 8.33908 2.63364 2.55243
H 6.72914 2.36000 2.79618
N 7.82208 -0.86676 -0.94347
H 8.08667 0.10753 -0.91416
H 7.94036 -1.23304 -0.00969
H 8.56377 -1.35965 -1.41996
H 6.90638 -1.04555 -1.33026
C 2.27248 0.51620 -0.00742
C 2.79367 1.10813 1.06843
C 4.34766 1.19509 1.33746
O 4.82873 1.86589 2.33316
C 5.24260 0.64215 0.43695
C 4.73626 0.08535 -0.84419
C 3.21883 0.06569 -1.04253
O 2.68970 -0.18703 -2.15385
O 5.44664 -0.39065 -1.71293
O 1.95724 1.44552 1.97225
H 1.22014 0.30047 -0.11904
H 6.29339 0.73582 0.66820
C -0.36885 5.34109 -7.24230
C -1.19497 4.39828 -6.37150
O -1.40582 4.63095 -5.05500
P -1.24092 3.48524 -3.90518
O 0.22605 3.27393 -3.55592
O -2.15087 4.09998 -2.74467
C -1.56721 4.78684 -1.70938
C -1.29645 3.69132 -0.59047
O -2.05837 2.12889 -4.45616
C -2.41402 1.14526 -3.58651
C -1.24639 0.40774 -3.07297
H 0.67082 5.17752 -6.95867
H -0.47901 5.06650 -8.29138
H -0.49897 6.42219 -7.19349
H -2.17534 4.38407 -6.84769
H -1.02107 3.33384 -6.52913
H -0.63043 5.23912 -2.03493
H -2.36832 5.42870 -1.34285
H -2.14917 3.32408 -0.01942
H -0.76121 2.81759 -0.96228
H -0.68629 4.21934 0.14235
H -2.92656 1.58928 -2.73313
H -3.09243 0.40122 -4.00396
H -0.40145 0.48643 -3.75706
H -0.76244 0.73037 -2.15112
H -1.42219 -0.66798 -3.06922
C -1.21005 -6.23691 4.82905
C 0.17625 -6.33209 5.40881
O 0.85580 -5.13809 5.64123
P 1.29623 -4.10248 4.54720
O 1.84809 -4.64982 3.28098
O -0.06523 -3.35115 4.28273
C -0.25995 -2.26866 3.54709
C 0.46103 -2.26415 2.21122
O 2.11258 -3.03415 5.43686
C 2.61363 -1.82215 5.01518
C 4.09394 -1.48563 4.63134
H -1.87864 -7.09776 4.82387
H -1.65779 -5.47126 5.46263
H -1.32006 -5.83890 3.82030
H 0.15298 -6.83481 6.37569
H 0.85127 -6.76924 4.67305
H -1.32892 -2.35349 3.35162
H -0.04571 -1.33622 4.06935
H -0.00177 -2.94375 1.49563
H 0.27377 -1.25030 1.85749
H 1.54032 -2.30145 2.35894
H 2.04184 -1.29369 4.25235
H 2.45791 -1.20198 5.89793
H 4.16470 -0.40557 4.76008
H 4.83722 -1.98241 5.25491
H 4.24332 -1.68876 3.57090
C -8.33270 -3.87590 0.69950
C -6.84068 -3.37063 0.61866
O -6.83794 -2.16314 1.28974
P -6.13192 -0.80827 0.66718
O -6.33215 0.42995 1.52443
O -4.50610 -1.21401 0.56118
C -3.57620 -0.35400 1.27819
C -2.26806 -0.23122 0.47609
O -6.67429 -0.74679 -0.86775
C -8.08194 -0.56419 -0.97511
C -8.63640 -1.63570 -1.94521
H -8.81423 -3.90566 1.67692
H -8.95322 -3.45590 -0.09213
H -8.39799 -4.88421 0.29066
H -6.04523 -3.79406 1.23191
H -6.43833 -3.45250 -0.39106
H -3.96087 0.59324 1.65616
H -3.39890 -0.93820 2.18117
H -1.52503 0.43141 0.91984
H -1.82173 -1.19345 0.22510
H -2.49622 0.20980 -0.49424
H -8.57050 -0.83400 -0.03883
H -8.49371 0.44465 -1.00302
H -8.13244 -2.58032 -1.74075
H -9.68412 -1.40761 -2.14103
H -8.25089 -1.53542 -2.95982
*
```

***

(2)
Computed, not measured: C2H3Cl2PS in the gas phase, with the ωB97M-V functional and the def2-TZVPD basis.

Output
energy = -1737.870583 Ha
gap between HOMO and LUMO = 7.431 eV
SMILES = C=CP(=S)(Cl)Cl
energy above the lowest of the compared OMol25 structures with the same formula, charge and spin = 2.6341 eV
lowest unoccupied orbital energy = -1.03 eV

The geometry in ORCA input format:
```
! wB97M-V def2-TZVPD RIJCOSX def2/J DEFGRID3
* xyz 0 1
C -0.71096 0.38895 0.42639
C -0.00833 0.26043 -0.73855
P 0.64535 1.62753 -1.79174
S 3.18605 1.94384 -1.71601
Cl -0.31857 1.36404 -3.47366
Cl -0.10758 3.30679 -1.27580
H -0.84264 -0.53491 1.01136
H -1.09763 1.30968 0.76287
H 0.34457 -0.54805 -1.25111
*
```

***

(3)
Computed, not measured: a molecular structure, C30H28F9GeN3O4PRuS2, with the ωB97M-V functional and the def2-TZVPD basis.

Output
energy = -5833.707507 Ha
gap between HOMO and LUMO (spin up / spin down) = 5.787 / 7.355 eV
energy above the lowest of the compared OMol25 structures with the same formula, charge and spin = 0.0944 eV
lowest unoccupied orbital energy (spin up / spin down) = 4.26 / 4.15 eV

The geometry in ORCA input format:
```
! wB97M-V def2-TZVPD RIJCOSX def2/J DEFGRID3
* xyz -2 6
Ru -0.95024 -0.86003 0.68034
C -1.27047 2.30899 6.12006
C -0.17655 2.50040 5.09432
O 0.23810 1.21418 4.61379
P 0.47283 1.00569 3.03994
S 1.05687 -0.84097 2.72028
S -1.08605 1.58523 1.95122
O 1.67725 2.07799 2.86185
C 2.11465 2.43492 1.54571
C 3.33935 3.30966 1.67358
H -1.56555 3.27481 6.53921
H -0.92640 1.66494 6.93107
H -2.13856 1.84476 5.65551
H 0.70113 2.98839 5.52642
H -0.53466 3.11314 4.26421
H 1.30518 2.95120 1.02788
H 2.34264 1.52971 0.97703
H 3.10570 4.22020 2.22910
H 3.69521 3.58709 0.67941
H 4.13814 2.77984 2.19560
C 3.11626 -1.05485 -0.16244
Ge 1.29494 -0.69556 -0.87549
C 1.08390 -2.08832 -2.27785
C 1.91555 -3.20328 -2.37248
C 1.70383 -4.18743 -3.33341
C 0.64738 -4.07176 -4.22463
C -0.19653 -2.96958 -4.14290
C 0.01956 -1.99780 -3.17773
C 1.45072 1.01241 -1.91756
C 0.57941 2.02041 -1.58362
C 0.57815 3.27403 -2.23987
C 1.47929 3.52698 -3.23010
C 2.41150 2.53202 -3.61773
C 3.35294 2.77429 -4.64995
C 4.23756 1.80947 -5.03886
C 4.21544 0.54592 -4.40999
C 3.32027 0.28776 -3.40956
C 2.39077 1.26773 -2.97015
H 3.87373 -1.02936 -0.95072
H 3.13210 -2.03528 0.31835
H 3.37551 -0.32456 0.60425
H 2.74955 -3.31189 -1.68561
H 2.36399 -5.04701 -3.38183
H 0.47573 -4.83722 -4.97287
H -1.03291 -2.87346 -4.82607
H -0.66217 -1.15527 -3.11345
H -0.14217 1.85754 -0.79170
H -0.15667 4.02004 -1.96057
H 1.48817 4.48239 -3.74440
H 3.35128 3.74729 -5.13142
H 4.94952 2.00786 -5.83230
H 4.90539 -0.22761 -4.72765
H 3.29705 -0.69019 -2.94983
C -0.65687 -3.92367 0.61653
O -1.12998 -2.72962 0.06977
H -1.13062 -4.78216 0.12257
H -0.87232 -3.97653 1.69109
H 0.43066 -4.01856 0.47630
N -2.25284 0.20592 -0.85232
C -2.93183 0.82095 -1.55869
C -3.72299 1.56083 -2.43550
C -4.77568 0.94706 -3.15248
N -5.63825 0.46549 -3.75287
C -3.44511 2.93604 -2.61972
N -3.22020 4.05991 -2.77411
F -2.36927 -3.97028 3.77763
C -3.19076 -2.97493 4.12076
F -4.39296 -3.53977 4.38625
F -2.73830 -2.47569 5.28395
C -3.23441 -1.86537 3.00892
O -2.00247 -1.59820 2.60273
C -3.91358 -0.59283 3.63445
F -5.01267 -0.86304 4.38231
F -3.06556 0.05516 4.43300
F -4.29878 0.26345 2.67735
C -4.16701 -2.38734 1.85619
F -3.85218 -3.64982 1.51997
F -5.48370 -2.38837 2.17520
F -4.03990 -1.63450 0.76432
*
```